(1)
C2H8N2O3S | ωB97M-V/def2-TZVPD

Output
HOMO	-9.574	eV
gap between HOMO and LUMO	0.3613	Eh

CARTESIAN COORDINATES (ANGSTROEM)
C  0.0316  1.7784  -0.8230
C  0.8935  -2.1006  -0.4032
N  -2.1617  0.0614  1.5740
N  -0.6364  -0.1664  -0.6705
O  -2.6944  -1.3981  -0.2779
O  -2.8775  1.0229  -0.5727
O  0.2207  -0.8780  0.1802
S  -2.1783  -0.1014  -0.0510
H  -0.1100  2.1290  0.2094
H  1.0270  1.6695  -1.3184
H  -0.5982  2.2291  -1.5059
H  1.5901  -1.9526  -1.1836
H  0.2193  -2.9280  -0.5632
H  1.4095  -2.1664  0.5680
H  -1.9117  0.9226  1.9393
H  -1.8826  -0.6561  2.0591

(2)
C2H8N2O3S | ωB97M-V/def2-TZVPD

Output
HOMO	-10.229	eV
SMILES	NS(=O)(=O)O.[H]/N=C\C
gap between HOMO and LUMO	0.3959	Eh

CARTESIAN COORDINATES (ANGSTROEM)
C  -0.3146  -2.4699  1.7160
C  -0.7146  -1.6266  0.4207
N  -1.5079  -0.6242  0.3528
N  1.4312  2.7953  -1.6281
O  -0.2538  1.0032  -1.9563
O  1.2494  0.7549  -0.0616
O  -0.5115  2.3924  -0.0647
S  0.4918  1.6780  -0.7886
H  0.7702  -2.3666  1.7698
H  -0.8749  -2.1500  2.5522
H  -0.5835  -3.5336  1.6035
H  -0.1817  -1.9992  -0.5114
H  -1.8738  -0.4528  1.3398
H  -1.1559  0.8279  -1.6304
H  1.8438  3.4083  -0.9238
H  2.1857  2.3629  -2.1900

Verdict on stability: (1) comes out at the bottom.

(1)
C2H2N3O | ωB97M-V/def2-TZVPD

Output
net charge	+1
HOMO (alpha / beta)	-16.648 / -15.607	eV
gap between HOMO and LUMO (alpha / beta)	0.3858 / 0.2314	Eh

CARTESIAN COORDINATES (ANGSTROEM)
C  -0.0822  0.9804  0.0066
C  -2.1161  -0.0230  0.0892
N  -3.1549  0.7299  0.0920
N  -0.3537  2.1716  -0.1054
N  -0.7526  -0.1421  0.0946
O  -3.1840  -0.7704  -0.1120
H  0.9762  0.9861  0.2325
H  -0.5450  -1.1894  0.1200

(2)
C2H2N3O | ωB97M-V/def2-TZVPD

Output
net charge	+1
HOMO	-17.877	eV
gap between HOMO and LUMO	0.4354	Eh

CARTESIAN COORDINATES (ANGSTROEM)
C  -0.9550  1.6217  -0.7942
C  -0.1085  -1.2903  0.6821
N  1.3748  -0.3155  0.0195
N  2.4503  -0.4162  0.1397
N  -0.8339  0.7685  -0.0272
O  -0.3385  -2.1913  0.0335
H  -1.2993  2.4044  -1.4211
H  -0.2899  -0.5812  1.3677

Verdict on stability: (1) comes out at the bottom.

(1)
C4H7NS | ωB97M-V/def2-TZVPD

Output
2S+1	3
HOMO (alpha / beta)	-5.576 / -8.794	eV
gap between HOMO and LUMO (alpha / beta)	0.2448 / 0.2394	Eh

CARTESIAN COORDINATES (ANGSTROEM)
C  -1.4345  -0.7220  -0.3215
C  -2.4448  0.0922  -0.8560
C  0.9420  -1.1255  -0.0869
C  1.9219  1.2242  0.7609
N  -0.1533  -0.3833  0.0103
S  2.4303  -0.4519  0.4640
H  -1.7974  -1.7331  -0.1921
H  -2.3247  1.0844  -1.1492
H  -3.4437  -0.4130  -0.7677
H  1.0583  -2.1290  -0.3236
H  0.8335  1.1203  0.8852
H  2.0134  1.8869  -0.0877
H  2.3992  1.5498  1.6644

(2)
C4H7NS | ωB97M-V/def2-TZVPD

Output
2S+1	3
HOMO (alpha / beta)	-7.893 / -9.423	eV
gap between HOMO and LUMO (alpha / beta)	0.3243 / 0.2723	Eh

CARTESIAN COORDINATES (ANGSTROEM)
C  -1.9694  -0.5296  -0.4377
C  -0.8139  -0.5421  -0.7353
C  -3.3959  -0.4066  -0.2284
C  2.9902  1.2193  0.1397
N  1.3500  -0.8277  0.4759
S  2.7443  -0.5369  -0.2074
H  -4.1658  -0.7307  -1.0246
H  -3.4776  -1.0988  0.5801
H  -3.5569  0.6132  0.1056
H  4.0777  1.5585  -0.0292
H  2.8559  1.2136  1.2187
H  2.2491  1.8678  -0.2451
H  1.1122  -1.7998  0.3878

Verdict on stability: (2) comes out at the bottom.